(1)
18
Properties=species:S:1:pos:R:3:forces:R:3 method="wB97M-V/def2-TZVPD" charge=-2 lumo_ev=5.73 smiles="CC1=C[C@](C(=O)[O-])(S(=O)(=O)[O-])OC1=O" de_lowest_ev=0.000 orbital_gap_ev=7.31
C 0.311967 0.543465 0.414740 2.338 -1.661 2.519
C -0.075685 -0.534807 1.203258 -0.293 2.468 -1.008
C -0.490803 -1.630407 0.272170 1.198 -0.022 0.487
C 1.633622 0.309849 -1.901830 0.286 -0.939 -0.291
C 0.351194 0.166728 -0.999584 -1.936 -1.315 0.486
C -0.192601 -0.540926 2.721370 2.351 -1.328 -0.627
O 1.724802 -0.598896 -2.726671 -0.039 -0.540 -0.430
O -1.044899 1.042805 -3.044065 -0.167 -0.835 -1.032
O -0.870803 -2.759366 0.545131 -0.327 0.419 0.221
O 2.418792 1.237953 -1.691689 -0.058 0.935 0.838
O -2.251815 0.625131 -0.975840 -1.420 -1.552 0.904
O -0.821750 2.462925 -1.193475 1.174 2.758 1.479
O -0.170322 -1.277851 -0.962387 0.602 1.541 -0.593
S -1.075174 1.130267 -1.608042 -0.159 0.233 -2.418
H 0.894937 1.466813 0.740383 -1.396 -1.200 -0.413
H -1.224885 -0.815404 3.034253 0.984 0.145 0.203
H 0.194696 0.425691 3.066922 -0.785 0.020 0.110
H 0.688725 -1.253971 3.105355 -2.355 0.872 -0.436



(2)
18
Properties=species:S:1:pos:R:3:forces:R:3 method="wB97M-V/def2-TZVPD" charge=+4 spin_multiplicity=8 lumo_ev="-17.44 / -16.18" orbital_gap_ev="5.18 / 6.59" s_squared=16.3916
Gd -2.260862 -4.730833 -0.457031 0.731 0.311 1.056
In 0.255422 -0.322047 -0.309748 -1.197 0.319 -0.248
Cl -0.428094 -5.582091 0.942474 -0.432 0.628 -0.469
Cl -2.121306 -0.015460 -0.259782 0.959 -0.788 -0.033
C 0.790636 1.941795 -0.305496 0.744 3.328 -2.445
C -2.523606 -7.139035 -0.442811 -1.477 -6.746 -0.871
C -3.810445 -6.062124 -2.009182 -3.788 -4.594 -3.900
O 0.719618 2.621665 -1.298149 0.094 -2.973 3.478
O -2.827155 -8.224903 -0.705237 1.975 4.780 1.847
O -4.347224 -6.958132 -2.520638 2.422 5.018 2.255
N 1.168099 4.850015 0.414288 0.212 -0.779 0.059
C 1.933291 3.962717 1.025901 0.387 2.230 -0.233
N 3.167974 4.285679 1.407386 -1.512 -1.715 -0.382
S 1.232925 2.314390 1.397551 0.287 0.649 -0.939
H 1.517860 5.760615 0.125744 0.102 0.024 0.154
H 0.250523 4.625304 0.062235 -0.171 0.044 0.154
H 3.665383 3.523822 1.864007 0.680 0.739 -0.043
H 3.616959 5.148624 1.068488 -0.015 -0.474 0.560